No. 1
{"formula": "C15H24N2O2", "method": "wB97M-V/def2-TZVPD", "smiles": "CCCCCCCCC(=O)N/N=C(\\C)c1ccco1", "charge": 0, "e_homo_ha": -0.2969, "e_lumo_ev": 0.65, "total_energy_ev": -23018.9989, "fmax_ev_per_a": 1.3, "e_above_lowest_kj_mol": 340.2, "species": ["C", "C", "C", "C", "C", "C", "C", "C", "C", "O", "N", "N", "C", "C", "C", "C", "C", "C", "O", "H", "H", "H", "H", "H", "H", "H", "H", "H", "H", "H", "H", "H", "H", "H", "H", "H", "H", "H", "H", "H", "H", "H", "H"], "positions_angstrom": [[-2.053, 3.898, 5.216], [-0.678, 4.370, 4.760], [0.251, 3.222, 4.360], [-0.187, 2.503, 3.086], [0.810, 1.422, 2.674], [0.385, 0.706, 1.394], [1.375, -0.385, 0.998], [0.963, -1.080, -0.295], [1.910, -2.194, -0.661], [2.837, -2.588, 0.010], [1.648, -2.785, -1.871], [0.642, -2.379, -2.656], [0.402, -2.937, -3.784], [1.189, -4.087, -4.358], [-0.708, -2.400, -4.538], [-1.243, -2.746, -5.759], [-2.321, -1.866, -5.984], [-2.369, -1.051, -4.893], [-1.406, -1.364, -4.021], [-2.591, 3.416, 4.404], [-2.647, 4.742, 5.560], [-1.959, 3.189, 6.036], [-0.210, 4.928, 5.574], [-0.790, 5.053, 3.914], [1.256, 3.623, 4.207], [0.306, 2.502, 5.180], [-0.283, 3.232, 2.277], [-1.165, 2.044, 3.237], [1.793, 1.874, 2.524], [0.903, 0.692, 3.481], [0.304, 1.434, 0.584], [-0.603, 0.263, 1.539], [2.369, 0.048, 0.869], [1.447, -1.128, 1.794], [0.926, -0.375, -1.128], [-0.037, -1.510, -0.202], [2.267, -3.548, -2.146], [0.794, -4.387, -5.321], [1.148, -4.943, -3.684], [2.234, -3.800, -4.486], [-0.919, -3.524, -6.419], [-2.968, -1.845, -6.837], [-3.022, -0.240, -4.636]], "forces_ev_per_a": [[0.162, 0.167, -0.099], [0.061, -0.201, 0.148], [-0.222, 0.237, -0.225], [0.381, -0.119, 0.285], [-0.422, 0.098, -0.262], [0.393, -0.128, 0.195], [-0.244, -0.035, -0.215], [0.283, 0.158, 0.454], [-0.243, 0.189, -0.040], [0.081, 0.008, 0.117], [0.616, -1.003, -0.616], [-0.623, 0.368, -0.300], [0.545, -0.081, 0.633], [-0.100, 0.249, 0.218], [-0.391, -0.319, -0.985], [0.508, 0.031, 0.738], [-0.232, 0.516, 0.416], [-0.464, -0.178, -0.886], [0.302, 0.000, 0.413], [-0.120, -0.077, -0.040], [-0.125, 0.015, 0.043], [-0.043, -0.097, 0.099], [-0.003, 0.087, -0.049], [0.056, 0.085, 0.000], [0.068, -0.061, 0.034], [0.075, -0.042, 0.067], [-0.078, 0.039, -0.059], [-0.099, 0.007, -0.066], [0.087, -0.011, 0.044], [0.077, -0.034, 0.059], [-0.089, 0.044, -0.055], [-0.098, 0.018, -0.044], [0.058, -0.029, 0.070], [0.086, 0.021, 0.038], [-0.112, -0.026, -0.002], [-0.051, 0.048, -0.099], [-0.134, 0.219, 0.136], [0.017, -0.064, -0.069], [0.020, -0.075, 0.001], [0.066, -0.029, -0.034], [0.142, -0.179, -0.060], [-0.171, 0.068, -0.137], [-0.019, 0.114, 0.136]]}

No. 2
{"formula": "C15H24N2O4S", "method": "wB97M-V/def2-TZVPD", "smiles": "CCCCCNC(=O)[C@@H](C)NS(=O)(=O)c1ccc(OC)cc1", "charge": 0, "e_homo_ha": -0.3320, "e_lumo_ev": 0.59, "total_energy_ev": -37950.0487, "fmax_ev_per_a": 0.7, "e_above_lowest_kj_mol": 138.3, "species": ["C", "C", "C", "C", "C", "N", "C", "O", "C", "C", "N", "S", "O", "O", "C", "C", "C", "C", "O", "C", "C", "C", "H", "H", "H", "H", "H", "H", "H", "H", "H", "H", "H", "H", "H", "H", "H", "H", "H", "H", "H", "H", "H", "H", "H", "H"], "positions_angstrom": [[8.106, 2.141, -0.153], [6.820, 1.642, -0.801], [5.877, 1.012, 0.221], [4.591, 0.503, -0.424], [3.647, -0.108, 0.609], [2.439, -0.597, -0.019], [1.947, -1.826, 0.200], [2.492, -2.674, 0.878], [0.569, -2.050, -0.456], [0.253, -3.533, -0.579], [-0.448, -1.384, 0.351], [-0.610, 0.276, 0.229], [-0.225, 0.896, 1.466], [0.053, 0.701, -0.977], [-2.369, 0.424, 0.015], [-3.165, 0.799, 1.077], [-4.538, 0.887, 0.916], [-5.109, 0.592, -0.321], [-6.433, 0.644, -0.593], [-7.326, 1.034, 0.426], [-4.285, 0.212, -1.389], [-2.921, 0.128, -1.219], [8.636, 1.319, 0.324], [8.762, 2.587, -0.896], [7.885, 2.890, 0.604], [7.064, 0.904, -1.569], [6.314, 2.476, -1.293], [6.384, 0.182, 0.717], [5.628, 1.752, 0.985], [4.081, 1.328, -0.927], [4.832, -0.250, -1.177], [4.115, -0.963, 1.104], [3.387, 0.640, 1.366], [1.877, 0.074, -0.527], [0.540, -1.560, -1.432], [0.413, -4.019, 0.381], [0.919, -3.988, -1.307], [-0.778, -3.674, -0.891], [-0.419, -1.670, 1.318], [-2.697, 1.031, 2.020], [-5.147, 1.186, 1.753], [-8.315, 1.008, -0.028], [-7.116, 2.049, 0.776], [-7.297, 0.341, 1.271], [-4.749, -0.008, -2.337], [-2.269, -0.150, -2.031]], "forces_ev_per_a": [[-0.150, -0.034, -0.215], [0.071, -0.025, 0.352], [-0.148, 0.049, -0.470], [0.065, -0.067, 0.441], [0.189, -0.036, -0.099], [0.219, 0.365, -0.060], [-0.191, 0.063, -0.400], [0.038, -0.305, 0.191], [0.260, -0.285, -0.268], [0.037, 0.328, 0.082], [-0.162, 0.717, -0.120], [-0.456, -0.292, 0.422], [-0.303, -0.158, 0.062], [-0.289, -0.193, -0.257], [0.580, 0.142, 0.203], [0.224, 0.027, -0.002], [-0.327, -0.009, -0.091], [0.250, -0.018, 0.047], [0.220, -0.082, -0.221], [-0.154, 0.063, 0.170], [-0.062, 0.022, 0.091], [-0.168, 0.018, -0.113], [0.100, -0.056, 0.076], [0.132, 0.062, 0.001], [0.031, 0.088, 0.100], [-0.053, 0.005, -0.083], [-0.040, -0.021, -0.088], [0.031, -0.024, 0.100], [0.031, 0.017, 0.110], [-0.003, 0.034, -0.103], [-0.044, -0.010, -0.065], [-0.039, 0.155, 0.011], [0.068, -0.080, 0.017], [0.063, -0.194, -0.029], [0.110, -0.151, 0.060], [0.017, -0.094, 0.033], [0.063, -0.099, -0.018], [-0.078, 0.012, -0.074], [-0.093, 0.064, 0.280], [-0.023, 0.053, 0.149], [-0.067, 0.025, 0.054], [0.061, 0.016, 0.081], [0.008, -0.041, -0.008], [0.015, 0.029, -0.029], [-0.029, -0.024, -0.120], [-0.004, -0.057, -0.200]]}

No. 3
{"formula": "C15H24N4O2S", "method": "wB97M-V/def2-TZVPD", "smiles": "CC(C)Cc1nnc(NC(=O)CCC(=O)NC2CCCC2)s1", "charge": 0, "e_homo_ha": -0.3093, "e_lumo_ev": 0.39, "total_energy_ev": -36819.2155, "fmax_ev_per_a": 18.2, "e_above_lowest_kj_mol": 1769.4, "species": ["C", "C", "C", "C", "C", "N", "N", "C", "N", "C", "O", "C", "C", "C", "O", "N", "C", "C", "C", "C", "C", "S", "H", "H", "H", "H", "H", "H", "H", "H", "H", "H", "H", "H", "H", "H", "H", "H", "H", "H", "H", "H", "H", "H", "H", "H"], "positions_angstrom": [[-5.739, -0.585, -1.371], [-5.772, -0.470, -0.111], [-7.209, -0.722, 0.701], [-4.747, -0.888, 0.767], [-3.443, -0.591, 0.184], [-2.462, -1.664, -0.359], [-1.315, -0.821, -0.555], [-1.312, 0.337, -0.450], [-0.303, 1.125, -0.462], [-0.162, 2.309, -0.178], [-1.166, 2.968, 0.398], [1.211, 3.272, -0.635], [2.119, 2.839, 0.531], [2.833, 1.503, 0.067], [2.378, 0.771, -0.755], [3.847, 1.190, 0.574], [4.599, -0.413, 0.716], [5.304, -0.295, -0.666], [5.668, -1.818, -0.608], [4.462, -2.734, 0.151], [3.742, -1.474, 0.713], [-2.807, 0.832, 0.451], [-5.837, -1.648, -1.640], [-4.663, -0.254, -1.917], [-6.495, -0.028, -1.990], [-5.563, 0.729, 0.185], [-7.457, -1.822, 0.695], [-7.964, -0.048, 0.036], [-7.227, -0.373, 1.616], [-4.914, -2.093, 0.484], [-4.601, -0.981, 1.814], [0.509, 0.685, -0.959], [1.358, 2.971, -1.480], [0.893, 4.234, -0.574], [1.950, 2.628, 1.564], [2.897, 3.561, 0.572], [4.183, 1.663, 1.559], [5.235, -0.072, 1.599], [4.459, -0.332, -1.315], [6.154, 0.163, -0.721], [6.544, -2.061, -0.105], [5.859, -2.319, -1.523], [4.815, -3.415, 0.886], [3.875, -2.913, -0.498], [2.758, -1.289, 0.659], [3.507, -1.660, 1.950]], "forces_ev_per_a": [[2.419, -1.337, -14.305], [-4.759, 8.799, 15.207], [-0.181, -0.726, -8.240], [2.516, -8.188, -2.157], [3.541, -6.779, -1.183], [-1.479, 7.003, 1.653], [-0.550, -12.386, -2.673], [-6.237, 5.425, 4.225], [6.316, -3.949, -3.977], [-3.133, 12.227, 2.652], [3.801, -2.346, -1.747], [-5.134, -2.578, 12.151], [2.741, -0.973, -2.972], [-8.416, 5.146, -2.117], [-3.216, -2.438, -4.297], [13.294, -3.281, 11.876], [2.749, 10.041, -1.694], [-4.545, -8.007, 3.045], [-1.331, -2.357, -0.216], [7.545, 7.659, 5.832], [-0.379, -5.041, 7.680], [1.100, 3.975, -0.486], [0.025, -0.132, -0.449], [-2.650, -0.864, 1.583], [0.480, -0.490, 0.915], [-1.415, -1.627, -1.151], [0.017, 1.119, -0.220], [1.262, -2.012, 1.677], [0.367, 1.830, 4.639], [1.209, 1.781, 1.103], [-1.253, 1.040, 1.150], [-0.126, 0.426, 0.664], [2.950, -3.376, -9.371], [-1.066, 2.656, 0.267], [-1.843, 0.292, 0.555], [1.085, 0.740, 0.171], [-1.323, -0.853, -3.568], [-0.655, -1.275, -1.127], [0.019, 1.372, -1.169], [4.281, 3.716, -0.743], [1.770, 0.237, 1.423], [-0.112, -0.115, -1.451], [0.048, -0.618, 0.116], [-7.213, -4.348, -8.557], [-3.516, 0.596, -2.197], [1.000, 0.015, -2.520]]}

No. 4
{"formula": "C15H24N6O2", "method": "wB97M-V/def2-TZVPD", "smiles": "C/C(=N\\N=C(/[O-])Nc1ccccc1)[C@H](C(=O)N(C)C)[N+](C)(C)N", "charge": 0, "e_homo_ha": -0.2278, "e_lumo_ev": -0.08, "total_energy_ev": -28976.5714, "fmax_ev_per_a": 2.2, "e_above_lowest_kj_mol": 204.0, "species": ["C", "C", "N", "N", "C", "O", "N", "C", "C", "C", "C", "C", "C", "C", "C", "O", "N", "C", "C", "N", "C", "C", "N", "H", "H", "H", "H", "H", "H", "H", "H", "H", "H", "H", "H", "H", "H", "H", "H", "H", "H", "H", "H", "H", "H", "H", "H"], "positions_angstrom": [[-0.107, 0.162, -2.893], [-0.416, -0.277, -1.504], [-0.082, 0.354, -0.426], [0.479, 1.530, -0.457], [1.424, 1.657, 0.585], [1.945, 0.729, 1.203], [1.657, 3.012, 0.711], [2.469, 3.640, 1.637], [2.474, 5.052, 1.710], [3.280, 5.695, 2.654], [4.086, 4.948, 3.526], [4.090, 3.550, 3.444], [3.285, 2.894, 2.507], [-1.168, -1.552, -1.264], [-2.118, -1.437, -0.069], [-1.725, -1.296, 1.095], [-3.447, -1.653, -0.314], [-4.351, -1.907, 0.788], [-4.055, -1.811, -1.631], [-0.272, -2.705, -1.000], [0.621, -3.004, -2.163], [0.626, -2.568, 0.210], [-1.042, -3.923, -0.800], [-1.002, 0.096, -3.521], [0.240, 1.202, -2.885], [0.688, -0.438, -3.352], [1.062, 3.546, 0.088], [1.836, 5.615, 1.025], [3.274, 6.784, 2.703], [4.706, 5.451, 4.263], [4.714, 2.946, 4.102], [3.264, 1.809, 2.440], [-1.702, -1.839, -2.174], [-3.844, -1.697, 1.730], [-5.248, -1.284, 0.695], [-4.685, -2.956, 0.781], [-3.470, -1.293, -2.396], [-4.156, -2.874, -1.907], [-5.057, -1.360, -1.612], [1.360, -2.205, -2.270], [1.124, -3.945, -1.928], [0.013, -3.096, -3.072], [1.330, -1.740, 0.056], [0.033, -2.404, 1.110], [1.152, -3.529, 0.257], [-1.698, -3.779, -0.029], [-1.586, -4.097, -1.650]], "forces_ev_per_a": [[-0.140, 0.326, -0.396], [-0.284, 0.506, 0.271], [0.135, -0.806, 0.378], [1.432, -0.091, 0.103], [-1.862, -0.479, -1.120], [-0.026, 0.689, -0.183], [0.305, 0.055, 0.270], [0.377, 0.444, 0.366], [0.246, -0.441, 0.267], [-0.053, -0.449, -0.094], [-0.109, -0.091, -0.170], [-0.452, 0.267, -0.475], [0.210, 0.302, 0.238], [-0.188, 1.463, -0.133], [-0.328, -0.283, 1.723], [-0.470, -0.402, -1.554], [-0.140, 0.011, -0.647], [-0.210, 0.032, 0.327], [0.136, 0.099, -0.001], [0.693, -1.565, 0.512], [0.131, 0.078, -0.068], [0.564, -0.270, 0.110], [-0.143, -0.305, -0.085], [0.131, 0.033, -0.213], [-0.135, -0.255, 0.088], [-0.103, 0.050, -0.109], [0.280, -0.001, 0.316], [0.209, -0.074, 0.228], [0.025, -0.268, 0.031], [-0.091, -0.039, -0.126], [-0.117, 0.238, -0.091], [0.031, 0.340, 0.033], [0.143, -0.069, 0.182], [-0.108, 0.009, -0.184], [0.189, -0.003, 0.065], [0.123, 0.150, -0.032], [-0.302, -0.072, 0.140], [-0.034, 0.245, 0.031], [0.288, -0.144, -0.038], [-0.330, -0.108, 0.058], [-0.164, 0.189, -0.143], [0.152, 0.042, 0.234], [-0.457, -0.101, 0.089], [0.104, 0.102, -0.372], [-0.098, 0.298, 0.042], [0.278, 0.149, -0.134], [0.162, 0.201, 0.265]]}

No. 5
{"formula": "C15H24N6O4S2Ti", "method": "wB97M-V/def2-TZVPD", "charge": 2, "e_homo_ha": [-0.5346, -0.5415], "e_lumo_ev": [-6.90, -6.94], "total_energy_ev": -77844.6429, "multiplicity": 3, "fmax_ev_per_a": 0.9, "e_above_lowest_kj_mol": 100.9, "species": ["Ti", "C", "C", "C", "C", "C", "C", "H", "H", "H", "H", "H", "H", "N", "N", "C", "N", "S", "H", "H", "H", "H", "H", "C", "C", "S", "O", "O", "C", "C", "N", "C", "N", "C", "C", "N", "O", "O", "C", "H", "H", "H", "H", "H", "H", "H", "H", "H", "H", "H", "H", "H"], "positions_angstrom": [[0.130, -0.182, 0.168], [0.121, -1.555, 2.201], [1.154, -0.608, 2.324], [2.214, -0.610, 1.412], [2.196, -1.501, 0.336], [1.139, -2.409, 0.179], [0.119, -2.461, 1.139], [-0.684, -1.571, 2.925], [1.141, 0.100, 3.142], [3.033, 0.087, 1.526], [2.989, -1.474, -0.400], [1.132, -3.088, -0.663], [-0.675, -3.191, 1.053], [-1.641, -0.517, -1.387], [-1.452, 0.117, -2.631], [-0.257, 0.602, -3.005], [-0.152, 1.087, -4.230], [1.108, 0.606, -1.980], [-1.786, -1.511, -1.555], [-2.502, -0.148, -0.989], [-2.197, 0.028, -3.309], [-0.918, 1.108, -4.886], [0.737, 1.448, -4.539], [-2.314, 9.588, 2.444], [-2.069, 8.218, 1.820], [-3.350, 7.100, 2.354], [-4.588, 7.500, 1.759], [-3.226, 6.903, 3.772], [-2.928, 5.509, 1.599], [-1.879, 4.771, 2.413], [-1.769, 3.356, 2.000], [-0.888, 2.866, 1.108], [-1.066, 1.550, 0.946], [-2.091, 1.184, 1.785], [-2.523, 2.289, 2.436], [-3.613, 2.342, 3.388], [-4.005, 3.430, 3.739], [-4.043, 1.262, 3.729], [0.121, 3.674, 0.376], [-1.530, 10.272, 2.125], [-2.299, 9.526, 3.531], [-3.274, 9.990, 2.127], [-1.115, 7.793, 2.137], [-2.116, 8.251, 0.730], [-2.639, 5.672, 0.560], [-3.883, 4.981, 1.620], [-2.144, 4.802, 3.465], [-0.891, 5.210, 2.298], [-2.467, 0.180, 1.884], [0.629, 4.384, 1.027], [-0.347, 4.237, -0.434], [0.865, 3.013, -0.061]], "forces_ev_per_a": [[-0.112, 0.611, -0.667], [-0.091, 0.014, 0.019], [0.035, -0.019, 0.097], [0.042, 0.045, 0.058], [0.053, 0.026, -0.030], [-0.022, -0.098, 0.073], [-0.054, -0.025, 0.022], [0.029, -0.033, 0.030], [0.026, -0.022, 0.021], [0.008, -0.009, 0.008], [0.019, -0.016, 0.021], [0.010, -0.017, 0.013], [0.016, -0.019, 0.010], [0.091, 0.074, 0.122], [-0.078, -0.018, -0.067], [0.035, -0.026, -0.029], [-0.042, 0.005, 0.007], [-0.047, -0.064, 0.192], [0.000, -0.007, 0.014], [0.020, 0.024, 0.042], [-0.008, 0.012, 0.010], [0.005, -0.010, -0.003], [0.001, 0.009, 0.003], [0.027, 0.002, -0.006], [-0.056, -0.014, 0.020], [0.131, -0.069, -0.165], [-0.057, 0.015, -0.040], [0.016, -0.011, 0.104], [-0.048, 0.064, 0.066], [0.012, 0.044, 0.010], [0.051, 0.020, 0.037], [-0.032, -0.082, -0.057], [0.199, -0.514, 0.087], [-0.102, 0.107, 0.045], [-0.034, -0.034, -0.093], [0.004, -0.031, -0.024], [-0.008, 0.005, 0.005], [0.002, 0.028, 0.005], [-0.025, 0.025, 0.005], [-0.004, 0.004, 0.002], [0.000, 0.003, -0.003], [-0.002, -0.002, 0.001], [-0.005, -0.007, 0.018], [-0.014, -0.001, 0.000], [0.001, 0.036, 0.004], [0.009, -0.016, 0.012], [0.004, -0.006, -0.011], [0.000, -0.007, -0.009], [-0.016, 0.007, 0.013], [0.006, -0.022, 0.023], [0.003, 0.019, 0.013], [0.001, 0.003, -0.024]]}